Molecular formula: C36H58BIN3O18PS
Method: DFT, ωB97M-V with the def2-TZVPD basis set

Computed properties:
energy above the lowest of the compared OMol25 structures with the same formula, charge and spin = 0.00 kcal per mole
lowest unoccupied orbital energy = 0.41 eV
total energy = -108504.4365 eV
total charge = 0
HOMO energy = -8.744 eV

```
119
C36H58BIN3O18PS (ωB97M-V with the def2-TZVPD basis set)
C -4.364 4.004 1.112
C -2.928 3.557 1.373
I -2.799 3.139 3.490
C -2.586 2.312 0.526
C -1.462 2.463 -0.551
C -2.140 3.062 -1.822
C -2.812 2.060 -2.732
O -2.533 1.927 -3.893
O -3.810 1.355 -2.131
C -0.959 1.032 -0.844
O -1.634 0.034 -0.922
N 0.422 1.024 -0.941
C 0.918 2.406 -1.070
S 2.672 2.371 -0.570
P 1.056 2.747 -2.879
O 1.653 4.060 -3.230
C -0.123 3.184 -0.181
C 0.277 3.089 1.320
C 0.234 1.711 2.007
C 1.589 1.017 2.066
N 1.643 -0.322 1.699
O 2.567 1.610 2.463
B -0.039 4.776 -0.470
N 1.189 5.548 -0.471
O -1.224 5.462 -0.639
H -4.482 4.214 0.050
H -5.054 3.215 1.409
H -4.615 4.887 1.697
H -2.258 4.382 1.165
H -3.488 2.126 -0.051
H -2.454 1.417 1.125
H -2.894 3.784 -1.509
H -1.449 3.631 -2.435
H -3.660 0.412 -2.278
H 0.783 0.345 -1.605
H 3.051 3.447 -1.273
H 1.822 1.630 -3.259
H -0.194 2.510 -3.467
H 1.282 3.484 1.467
H -0.384 3.757 1.874
H -0.524 1.051 1.594
H -0.038 1.864 3.054
H 0.752 -0.654 1.351
H 2.314 -0.489 0.958
H 1.701 5.494 0.401
H 1.809 5.378 -1.254
H -1.251 6.218 -0.036
O -6.867 4.818 -0.233
C -7.545 3.934 -0.665
O -7.598 2.716 -0.072
C -8.392 1.809 -0.854
C -9.298 2.699 -1.698
C -8.418 3.929 -1.906
H -7.718 1.205 -1.465
H -8.931 1.156 -0.173
H -9.625 2.219 -2.618
H -10.185 2.973 -1.125
H -7.766 3.829 -2.776
H -8.970 4.862 -1.980
O 1.214 -2.246 -0.314
C 2.220 -2.871 -0.513
O 3.321 -2.265 -1.024
C 4.356 -3.245 -1.266
C 4.015 -4.410 -0.348
C 2.491 -4.336 -0.289
H 4.318 -3.522 -2.317
H 5.320 -2.790 -1.051
H 4.399 -5.361 -0.710
H 4.430 -4.226 0.645
H 2.026 -4.897 -1.100
H 2.087 -4.654 0.666
O 2.176 -6.323 2.317
C 2.300 -5.628 3.288
O 2.164 -4.289 3.210
C 2.466 -3.671 4.475
C 2.265 -4.778 5.506
C 2.647 -6.025 4.709
H 3.497 -3.314 4.443
H 1.805 -2.819 4.603
H 2.850 -4.626 6.410
H 1.213 -4.832 5.789
H 3.718 -6.233 4.750
H 2.100 -6.919 4.995
O 3.546 -5.328 -3.546
C 2.647 -4.748 -4.088
O 1.455 -4.563 -3.478
C 0.525 -3.913 -4.365
C 1.397 -3.206 -5.397
C 2.610 -4.133 -5.472
H -0.109 -4.680 -4.813
H -0.094 -3.242 -3.775
H 0.889 -3.051 -6.346
H 1.704 -2.232 -5.013
H 2.479 -4.939 -6.197
H 3.544 -3.618 -5.679
O 0.044 6.822 2.014
C 0.612 7.867 2.167
O 1.122 8.571 1.139
C 1.835 9.723 1.621
C 1.261 9.995 3.009
C 0.900 8.586 3.473
H 2.898 9.478 1.653
H 1.682 10.536 0.916
H 1.956 10.519 3.661
H 0.356 10.597 2.922
H 1.736 8.080 3.959
H 0.031 8.542 4.124
O 3.744 -12.305 0.436
C 3.297 -11.196 0.470
O 3.999 -10.146 0.956
C 3.183 -8.959 0.973
C 2.092 -9.211 -0.059
C 1.920 -10.725 0.036
H 2.778 -8.828 1.976
H 3.809 -8.103 0.736
H 1.189 -8.637 0.137
H 2.454 -8.943 -1.053
H 1.205 -11.013 0.809
H 1.642 -11.199 -0.902
```

Mulliken population analysis, charges in e, atoms 1 to 8: C -1.432; C -0.581; I 0.030; C -2.106; C 2.866; C -1.154; C -0.088; O -0.617

Molecular formula: C4H6CuO2
Method: DFT, ωB97M-V with the def2-TZVPD basis set

Computed properties:
2S+1 = 3
energy above the lowest of the compared OMol25 structures with the same formula, charge and spin = 34.70 kcal per mole
lowest unoccupied orbital energy (spin up / spin down) = 3.75 / 3.29 eV
total energy = -52974.3604 eV
total charge = -1
HOMO energy (spin up / spin down) = -1.287 / -3.618 eV
expectation value of S² = 2.01

```
13
C4H6CuO2 (ωB97M-V with the def2-TZVPD basis set)
O -2.861 -0.758 -0.431
C -1.919 0.277 -0.209
H -3.150 -0.683 -1.347
H -2.270 0.910 0.621
C -0.521 -0.146 -0.170
C 0.021 -0.581 1.010
C 1.010 -1.732 1.117
O 1.987 -1.730 0.128
Cu 1.543 -0.200 -0.933
H -0.308 -0.147 1.973
H -1.545 0.770 -1.259
H 0.429 -2.685 1.101
H 1.464 -1.700 2.135
```

natural (NBO) population analysis, charges in e, atoms 1 to 8: O -0.735; C -0.186; H 0.467; H 0.157; C -0.372; C -0.297; C -0.096; O -0.924

Molecular formula: C3H4OS
Method: DFT, ωB97M-V with the def2-TZVPD basis set

Computed properties:
energy above the lowest of the compared OMol25 structures with the same formula, charge and spin = 33.79 kcal per mole
lowest unoccupied orbital energy = 0.33 eV
total energy = -16056.6446 eV
total charge = 0
HOMO energy = -8.982 eV

```
9
C3H4OS (ωB97M-V with the def2-TZVPD basis set)
C 0.984 -0.258 -0.459
C -0.025 -0.394 0.745
C -0.848 0.536 -0.215
H 0.317 -0.011 1.703
H -0.528 -1.375 0.933
H -0.602 1.493 0.203
H -1.771 0.413 -0.661
O 0.091 0.416 -1.269
S 2.382 -0.819 -0.979
```

natural (NBO) population analysis, charges in e, atoms 1 to 8: C 0.175; C -0.501; C -0.077; H 0.237; H 0.244; H 0.177; H 0.202; O -0.476

Molecular formula: C28H21N3O3
Method: DFT, ωB97M-V with the def2-TZVPD basis set

Computed properties:
lowest unoccupied orbital energy = -0.52 eV
SMILES = C[C@H](OC(=O)c1cc(-c2cccnc2)nc2ccccc12)C(=O)Nc1ccc2ccccc2c1
total energy = -39991.4260 eV
total charge = 0
HOMO energy = -8.143 eV

```
55
C28H21N3O3 (ωB97M-V with the def2-TZVPD basis set)
C -0.055 -4.589 -1.141
C 0.254 -3.708 0.061
O -0.652 -2.600 0.051
C -0.591 -1.780 1.119
O 0.062 -2.010 2.100
C -1.382 -0.545 0.858
C -2.676 -0.627 0.411
C -3.388 0.565 0.133
C -4.785 0.529 -0.311
C -5.335 -0.545 -1.009
C -6.667 -0.493 -1.381
C -7.402 0.636 -1.051
N -6.892 1.666 -0.396
C -5.626 1.613 -0.038
N -2.841 1.750 0.261
C -1.569 1.859 0.676
C -1.004 3.150 0.764
C 0.292 3.308 1.170
C 1.072 2.194 1.518
C 0.555 0.929 1.447
C -0.771 0.728 1.017
C 1.717 -3.218 0.008
O 2.622 -3.902 0.421
N 1.831 -1.996 -0.571
C 2.907 -1.100 -0.543
C 4.191 -1.489 -0.112
C 5.195 -0.566 -0.056
C 4.979 0.781 -0.417
C 5.997 1.754 -0.348
C 5.745 3.054 -0.690
C 4.464 3.438 -1.118
C 3.457 2.518 -1.202
C 3.687 1.169 -0.858
C 2.669 0.201 -0.921
H 0.046 -4.017 -2.061
H 0.643 -5.421 -1.160
H -1.069 -4.973 -1.075
H 0.139 -4.268 0.997
H -3.151 -1.589 0.301
H -4.730 -1.398 -1.279
H -7.122 -1.307 -1.924
H -8.445 0.726 -1.326
H -5.239 2.467 0.500
H -1.626 3.989 0.498
H 0.726 4.295 1.230
H 2.093 2.340 1.838
H 1.156 0.080 1.730
H 0.973 -1.588 -0.924
H 4.356 -2.512 0.180
H 6.180 -0.861 0.276
H 6.980 1.454 -0.015
H 6.528 3.795 -0.633
H 4.281 4.470 -1.379
H 2.468 2.809 -1.528
H 1.685 0.503 -1.254
```

natural (NBO) population analysis, charges in e, atoms 1 to 8: C -0.615; C 0.000; O -0.519; C 0.783; O -0.557; C -0.097; C -0.211; C 0.209

Molecular formula: C15H26BrCl2NO5
Method: DFT, ωB97M-V with the def2-TZVPD basis set

Computed properties:
energy above the lowest of the compared OMol25 structures with the same formula, charge and spin = 0.00 kcal per mole
lowest unoccupied orbital energy = 0.54 eV
total energy = -122792.6622 eV
total charge = 0
HOMO energy = -9.758 eV

```
50
C15H26BrCl2NO5 (ωB97M-V with the def2-TZVPD basis set)
C 0.614 1.902 -1.134
C -0.562 0.941 -1.219
Cl -0.756 0.176 0.401
C -1.806 1.683 -1.679
C -3.125 0.912 -1.749
C -3.880 0.516 -0.476
C -4.695 1.731 -0.095
Cl -6.063 1.291 0.963
Br -3.698 3.114 0.928
N -5.131 2.232 -1.364
C -4.136 1.913 -2.340
O -4.124 2.419 -3.439
H 1.539 1.388 -0.897
H 0.444 2.607 -0.324
H 0.714 2.474 -2.053
H -0.348 0.126 -1.905
H -1.582 1.979 -2.706
H -1.928 2.608 -1.125
H -3.098 0.059 -2.420
H -3.383 -0.025 0.313
H -4.659 -0.174 -0.813
H -5.273 3.237 -1.357
O -3.021 -2.452 0.053
C -2.361 -3.244 0.664
O -2.940 -3.921 1.671
C -2.290 -4.989 2.364
C -1.421 -4.484 3.496
C -0.892 -3.444 0.376
H -1.734 -5.617 1.666
H -3.102 -5.596 2.759
H -0.604 -3.862 3.130
H -0.993 -5.322 4.048
H -2.014 -3.881 4.183
H -0.321 -2.703 0.932
H -0.735 -3.275 -0.686
H -0.520 -4.439 0.611
O 3.298 3.311 -0.194
C 4.321 2.697 -0.292
O 4.294 1.367 -0.070
C 5.415 0.515 -0.315
C 6.360 0.465 0.867
C 5.637 3.376 -0.590
H 5.922 0.801 -1.237
H 4.981 -0.469 -0.486
H 6.802 1.440 1.070
H 7.166 -0.244 0.678
H 5.823 0.153 1.763
H 6.064 3.729 0.348
H 5.437 4.235 -1.225
H 6.364 2.745 -1.095
```

natural (NBO) population analysis, charges in e, atoms 1 to 8: C -0.619; C -0.157; Cl -0.099; C -0.427; C -0.320; C -0.481; C 0.124; Cl -0.006